Entry 1:
The following is a quantum chemistry calculation of one molecule with the formula C4H3BrN2O6S, from OMol25.

Summary:
orbital gap	8.92	eV
relative energy (zero: lowest compared OMol25 entry of this formula, charge and spin)	1.84	kcal/mol
electronic energy	-3687.0829	a.u.
structure (SMILES)	O=[N+]([O-])C1=C([N+](=O)[O-])S(=O)(=O)C[C@H]1Br
LUMO	-2.3	eV
highest occupied orbital energy	-11.19	eV

CARTESIAN COORDINATES (ANGSTROEM)
C -0.586159 -0.426089 0.376187
S 1.274582 1.159434 -0.614077
O -2.881998 -0.325901 0.505931
Br 0.926688 -0.406795 2.829780
H 2.872011 -0.736139 0.405555
H 0.451913 -2.123641 0.912766
C -0.484418 0.772984 -0.304201
C 0.702476 -1.022087 0.911227
H 1.587408 -1.185605 -0.964699
N -1.519187 1.334308 -1.158600
C 1.845615 -0.536410 -0.088580
O 1.733048 2.159894 0.262879
O -2.330035 2.141725 -0.862793
O 1.474013 1.348898 -2.039632
O -1.331857 0.859429 -2.250377
N -1.876996 -0.976509 0.757299
O -1.857104 -2.037496 1.321334

Cartesian forces, eV/Å:
C 0.9216 3.6602 -0.5944
S 0.8730 -0.9955 -2.3699
O 0.8140 -0.3045 -0.0559
Br -0.0101 -0.5267 -1.2870
H -1.5924 0.9878 -1.2819
H 1.1314 1.0375 0.2883
C 0.3259 -3.2224 1.7132
C -0.9461 -0.0470 -0.2213
H 0.9555 0.6679 0.3805
N 0.7756 -0.2087 -0.6445
C -1.3573 -1.4709 1.3149
O 0.1139 0.8010 1.2583
O -0.4788 0.8426 1.0017
O -0.3955 -0.5874 1.6195
O -0.3424 -0.4299 -1.2531
N -0.9459 0.5345 -0.1709
O 0.1578 -0.7385 0.3025

=====

Entry 2:
The following is a quantum chemistry calculation of an isolated ion of composition C6H5O6PS2 and charge -2, from OMol25.

Summary:
charge	-2
orbital gap	6.76	eV
relative energy (zero: lowest compared OMol25 entry of this formula, charge and spin)	0.00	kcal/mol
electronic energy	-1820.7930	a.u.
structure (SMILES)	O=S(=O)([O-])/P=C1\C=CC=C[C@@H]1S(=O)(=O)[O-]
LUMO	5.4	eV
highest occupied orbital energy	-1.41	eV

CARTESIAN COORDINATES (ANGSTROEM)
H -1.904951 -2.708881 -0.208057
O -2.596501 0.518078 -1.561582
S -2.362186 1.251868 -0.339969
H 0.066516 -2.175287 -1.796498
O 3.687274 -0.889243 0.411124
S 3.526674 0.563555 0.086742
P 1.679032 1.393725 1.137036
H 1.403812 -0.315105 -1.470311
C -1.576130 -0.888138 1.040728
C 0.492824 0.421630 0.384439
H -2.211540 -1.011660 1.938591
O -1.785777 2.557192 -0.713320
C -0.254583 -1.530295 -0.916888
O 4.539976 1.395117 0.793572
C -1.314913 -1.832379 0.035387
C -0.946768 0.470728 0.884098
O -3.493286 1.346500 0.546313
H -0.983098 1.087194 1.737079
O 3.438749 0.853600 -1.336814
C 0.594879 -0.508196 -0.651679

Cartesian forces, eV/Å:
H -0.0786 -0.1394 0.7983
O -0.0846 -1.6183 0.1049
S 2.1411 2.8256 -1.1273
H -1.0902 0.7114 1.2346
O -0.5788 1.7594 -0.4752
S 1.1137 -0.3803 1.7926
P 0.1071 -1.3616 -1.1759
H -1.1748 -0.5013 1.9113
C 0.8608 -1.5868 -1.1481
C -1.6473 1.3198 1.6143
H -0.0637 -0.1687 -1.1273
O 0.0080 -0.3051 0.9746
C 0.9565 0.0984 -0.0387
O -0.6770 -0.5329 -0.5408
C -0.3681 1.5792 1.2295
C -0.1140 -1.1522 -1.4744
O -0.8075 -0.4384 1.0370
H -0.6091 0.7694 1.0032
O -0.1592 -0.0727 -0.2293
C 2.2658 -0.8054 -4.3633

=====

Entry 3:
The following is a quantum chemistry calculation of a 2-piece molecular cluster, C29H46N2O12S overall, from OMol25.

Summary:
orbital gap	8.06	eV
relative energy (zero: lowest compared OMol25 entry of this formula, charge and spin)	235.48	kcal/mol
electronic energy	-2542.2366	a.u.
structure (SMILES)	CC(=O)N(C)[C@@](CCCCS(=O)(=O)O)(C[C@H]1CO1)OC[C@H](C[C@H](C)OCc1ccccc1)OCN=C=O.CCOC(=O)OC
LUMO	-0.5	eV
highest occupied orbital energy	-8.53	eV

CARTESIAN COORDINATES (ANGSTROEM)
H -3.217720 -4.462617 3.554771
H -1.625426 3.682174 2.447671
C -1.939591 1.925786 0.643097
H -1.454099 3.221488 -4.342754
H 2.564492 -3.227909 0.402366
C 0.158259 5.148221 -7.394328
H 2.770054 -0.586857 4.589109
C 1.619400 -0.388511 5.047862
H 1.014444 3.576296 -2.397968
C -2.571302 3.051663 2.723040
H -1.478563 -4.554162 -1.882340
N -2.272639 2.442695 4.108721
H 0.740323 1.552236 3.969365
C -0.736624 4.190019 -0.444408
H -2.884584 -2.939881 1.064910
O 1.016973 -1.387196 6.088959
O -2.959369 2.032357 1.739996
H -2.373607 2.897545 -1.389593
C 0.438459 0.424253 3.987388
H -2.325494 1.001690 -0.009273
O 1.497745 -0.606975 -0.565324
O -3.573074 -5.691621 0.342614
O 0.980104 -5.447007 -4.583691
H 0.268241 1.551707 0.225054
H 3.900358 -2.159706 1.390688
C 3.169279 -2.228105 0.464293
H 0.308331 3.682812 -0.344322
C -1.321174 3.327059 4.631677
H 2.204300 6.569511 -4.347904
C -2.214393 -2.908727 2.046140
H -0.008331 5.273547 1.441935
C -2.040473 3.236551 -0.302836
O -0.515649 0.099192 1.591054
C 0.560147 -0.315076 2.490145
C -2.340383 -4.405167 2.782886
H -2.614747 -2.114971 2.807089
H -0.234015 6.401551 -0.054333
O 0.026480 -3.951751 -3.119169
C -0.695822 -5.018105 -2.490507
H -0.360932 -1.985535 3.873232
C -0.454000 1.496612 1.174385
C 2.089100 -0.955324 0.577997
H -0.610328 0.223390 4.495957
O -1.045174 -6.150163 0.872642
H 0.724004 -5.197844 -0.870313
H -1.835631 5.800125 0.922666
C 0.234116 -1.919150 2.854048
O 1.460498 -3.202026 -4.604146
H 3.714748 -2.070549 -0.573225
H -0.359445 -6.599875 -1.054188
H 2.110361 1.911063 2.294342
H 1.246798 5.495246 -2.094650
H -3.537731 3.727334 2.901660
H -0.017197 2.253008 1.949000
C 0.382182 4.869456 -4.157310
O -2.763522 -7.138047 2.383182
H 0.450705 0.411160 7.136170
O -0.789223 4.771559 -1.827546
C 0.212898 -5.840792 -1.594238
C 1.395646 5.930375 -4.948400
H 0.992695 -6.347998 -2.172095
C -0.593098 -2.707354 1.686630
H 3.270841 -4.006623 -5.206188
C 1.273285 6.082166 -6.609295
C 2.734107 0.934244 2.127015
H -0.163277 -3.821612 1.669812
C 0.507899 4.652154 -2.502789
H 0.090006 5.229851 -8.566898
H -2.933814 3.919909 0.097944
H -1.198153 -5.640435 -3.241179
H 1.278212 -2.432290 3.009057
H -0.422642 -2.302732 0.590286
C 1.486940 0.056738 6.720998
H -1.316423 -4.523228 3.385169
C 0.828833 -4.313519 -4.149918
H -1.642587 3.445865 -7.191992
H 1.999978 6.828620 -7.149781
C -0.755422 3.957222 -4.961836
H 2.777770 -2.501925 -6.008633
C -0.754569 5.532200 0.554868
H 3.447787 0.831324 3.070191
S -2.400921 -5.832969 1.572332
H 2.143551 -0.573713 7.491727
N 1.949496 -0.325588 1.928827
H -3.495484 -6.558412 -0.184115
H 3.462116 1.044401 1.191565
C 2.419860 -3.461804 -5.626222
C -0.864097 4.114903 -6.623051
H 1.975663 -4.019664 -6.457135
O -0.186741 4.016235 4.931363

Cartesian forces, eV/Å:
H 1.4584 -0.3017 -1.8833
H -2.0532 -1.0540 -0.2356
C -0.2485 -1.2428 -0.5061
H 1.7003 1.8321 -1.5625
H 1.1449 1.9196 0.3546
C 0.2399 -0.1391 3.3414
H -3.5186 0.3181 1.5248
C -1.0743 0.4630 3.3221
H -1.2264 2.2327 0.1241
C -1.4498 0.9748 -0.5607
H 0.2126 0.2366 -0.1862
N 5.6353 5.6725 2.5978
H -0.6935 -2.1239 0.1700
C -0.0908 1.6588 -0.2893
H 1.4420 0.3284 2.1656
O 1.6899 3.7167 -3.2380
O 2.6476 1.5106 0.7611
H 0.9345 0.7293 2.2859
C 2.0536 -1.2245 0.7693
H 0.8565 1.9935 1.6757
O 3.0088 -1.4506 7.1623
O 1.5174 -0.3725 1.1278
O -0.2655 1.7209 0.5261
H -1.4923 -0.1278 1.9427
H -1.5295 -0.4279 -2.0384
C -0.4938 1.4694 -0.0796
H -2.0846 0.5686 0.0144
C 3.6091 -0.4818 -1.2011
H -2.0735 -1.6230 -1.4331
C 0.3567 -0.9435 -0.3950
H -1.8425 0.7300 -1.4670
C -0.4435 0.5800 -0.3467
O 1.3295 1.5699 1.1650
C -1.3593 -2.1091 1.8375
C 0.3879 2.3794 0.6671
H 0.7785 -1.4521 -1.5927
H -1.3590 -1.7214 1.3063
O 0.5708 0.0577 -1.0792
C -0.1060 -0.6694 0.4132
H 1.2311 0.1557 -2.0942
C 0.0987 0.6464 -1.9267
C -1.0981 -0.0165 -5.3040
H 2.2436 0.5040 -1.4007
O -4.5784 2.7031 2.3061
H -0.2776 -0.0786 0.0220
H 2.2462 -0.4324 -0.7392
C -0.1940 0.1009 -0.3925
O -0.5952 -0.7178 0.3656
H -1.0582 -0.3923 2.3048
H 0.2038 0.2861 -0.2080
H 1.0869 -1.9399 -0.6502
H -1.4065 -1.8637 -0.8432
H 2.2344 -1.3384 -0.6093
H -0.9621 -1.5165 -1.0093
C -0.6252 0.2689 -2.8051
O 0.3308 5.3849 -2.4371
H 2.3827 0.0855 -0.9996
O 1.7462 -1.4786 0.2199
C 0.4284 -0.2789 -0.3635
C -2.8845 -2.2786 -2.2658
H -0.2067 0.1022 -0.0924
C -0.0571 -1.3354 -0.1061
H -0.1792 -0.0633 -0.1482
C -2.5915 -3.0933 2.9022
C 1.9902 0.5777 -0.2487
H -0.8465 2.4072 -0.1112
C 0.9670 0.4494 -1.5988
H 0.1280 -0.1672 2.6802
H 1.9383 -1.5914 -0.8363
H 0.2698 0.1371 -0.0047
H -2.0794 1.0133 -0.2204
H -0.4416 -0.5081 2.4491
C -1.5174 -5.3707 -1.4356
H -2.2766 -0.4508 -1.5365
C 0.0575 -0.6430 0.1216
H 1.8019 1.6148 1.1157
H -1.7410 -1.7510 1.0313
C 2.8064 2.8820 -2.3034
H -0.2468 -0.0573 0.2907
C 1.2358 -1.0673 -0.2419
H -1.5139 0.1914 -1.8625
S 2.9027 -8.3282 0.3434
H -0.6887 2.7639 -1.5863
N -1.1630 1.0467 -0.9143
H 0.1104 1.5130 1.2560
H -1.6330 0.0974 2.0136
C 0.3334 -0.0262 -0.3967
C 3.0732 2.0912 2.8917
H 0.0991 -0.0214 0.2695
O -9.2540 -5.4134 -2.0517

=====

Entry 4:
The following is a quantum chemistry calculation of C40H56GeN8O2S2V as an isolated structure, from OMol25.

Summary:
orbital gap (alpha / beta)	6.43 / 7.34	eV
relative energy (zero: lowest compared OMol25 entry of this formula, charge and spin)	19.00	kcal/mol
2S+1	4
electronic energy	-5963.7574	a.u.
LUMO (alpha / beta)	0.4 / 0.0	eV
highest occupied orbital energy (alpha / beta)	-6.07 / -7.35	eV
<S²>	3.79

CARTESIAN COORDINATES (ANGSTROEM)
H -2.797386 -3.738595 -0.908332
Ge 3.224769 3.435655 -3.058497
H 0.103050 3.322254 2.788790
H -3.313629 -3.869047 -2.599558
H 4.318814 2.471436 -0.916042
H 6.615309 8.046449 -4.377396
H 4.137951 0.313915 -3.081566
H -0.277094 -2.081657 -3.976934
C -2.076250 -2.631025 3.012113
C -0.054408 1.544600 1.610699
H -5.426574 2.905273 -0.517824
H -1.271498 -1.494750 0.322901
H -4.311399 2.183267 0.665692
C -0.699274 -4.420707 -2.655010
N -0.663981 1.342705 0.451844
H 3.558006 -0.184987 3.968567
H -0.750896 -5.057751 -1.771937
C -0.549026 6.076316 -1.865223
C 2.340924 -1.032340 0.942779
C 1.174957 0.995447 -5.870385
C 2.923733 -0.179646 3.092551
N -3.546669 2.408507 -1.216928
C -3.440679 -3.091420 5.899585
H -3.306062 -2.300722 -1.814771
N -1.034069 -1.286737 -0.649190
H -1.551247 2.845401 2.338060
C -1.035403 -4.606652 1.963821
H 0.400315 -2.303676 -1.591046
H 4.734300 2.404155 -5.433420
C -4.027353 4.295924 0.356667
H -1.886103 -0.991037 -1.121371
H -0.677187 1.967148 3.614483
H -3.746222 2.684880 -2.162499
H 0.678286 2.113297 -4.114566
H 1.701809 1.447496 3.758169
H 0.175679 0.593431 -5.982882
C 3.917237 0.711258 -2.089560
H 4.228327 0.898991 -7.325139
C 4.648428 5.337511 -4.894826
H -4.144253 -3.599978 6.557677
H 4.209856 4.766361 -5.705217
H 0.502100 -4.190507 3.405830
S -1.402821 1.298415 -2.310181
H -1.466806 -5.459679 1.437519
C -4.066860 -2.803425 4.536049
H 1.966583 4.401704 -0.344182
H 1.952844 -0.030472 -7.589593
C 3.730387 2.013201 -5.563986
C -1.298374 -2.175851 -3.601786
H 5.398350 2.279851 -2.302795
C 1.900685 0.735955 2.969546
H -4.400445 -3.727072 4.059022
O 1.764874 1.469940 -1.393664
H -0.608887 -3.922013 1.230543
H -0.345716 -5.722469 3.697786
C -2.773577 -3.250350 -1.883925
C -0.579441 2.479212 2.655063
H -4.305884 5.058690 -0.370570
H -4.942165 -2.164478 4.655448
C 1.634902 4.447323 -2.465842
H -2.826468 -4.506614 3.073747
H -2.955106 4.340896 0.530895
C 0.055403 -5.061196 2.928256
H -1.219891 -4.907838 -3.479093
C 1.342982 4.776466 -1.148551
H 6.151685 7.422019 -2.026895
C -1.327058 -3.060495 -2.350721
C -2.292887 1.944787 -0.976509
C -4.399016 2.902971 -0.149320
H -0.927590 6.076123 -3.977231
C 4.952601 5.724975 -2.559184
C 5.441273 6.440567 -5.181051
N -1.864561 1.949251 0.258825
O 1.872983 -0.620939 -2.030636
C 0.267308 5.598568 -0.850178
C 1.102271 0.726601 1.818882
C 0.815227 4.938114 -3.477033
C 5.736530 6.833668 -2.835802
N -0.532368 -2.507692 -1.240024
H -2.550722 -3.711567 5.789683
C 1.460536 1.852255 -4.816925
H 3.922902 -1.839011 2.130941
H -1.922888 -2.609928 -4.384394
H 2.490554 -1.713336 0.113575
H 0.066683 5.868245 0.179884
H 4.427711 0.088589 -1.347712
H -3.141078 -2.156061 6.371580
C 3.447387 1.164499 -6.623431
H -4.544001 4.504018 1.294199
C -0.281114 5.731321 -3.179955
H 0.349505 -4.298034 -2.930306
C 3.141710 -1.096102 2.064273
C 2.741243 2.369178 -4.647253
C 4.365892 2.180392 -1.966167
N -2.130156 -3.921968 2.638966
V 0.272661 0.324070 -0.801154
H -1.671360 -1.173188 -3.390176
S -0.801617 -1.617289 2.619148
N 1.350689 -0.148953 0.804591
C 2.428875 0.486215 -1.838955
H 4.755267 5.454078 -1.526371
N -3.142804 -2.099153 3.661453
H 0.834778 -5.591323 2.382031
C 4.406617 4.948844 -3.580692
H 1.036645 4.686593 -4.508288
H -1.386401 6.721376 -1.636207
C 5.992565 7.189794 -4.152913
H -2.971393 -1.138024 3.914938
H 5.628256 6.714471 -6.212198
C 2.168702 0.646939 -6.773001

Cartesian forces, eV/Å:
H -0.0123 -0.0281 0.0303
Ge 0.3242 0.0639 -0.3266
H -0.0302 0.0506 0.0335
H -0.0201 -0.0218 -0.0296
H 0.0780 0.1066 0.0152
H -0.0145 0.0118 0.0133
H 0.0660 -0.1029 0.0402
H 0.0153 0.0066 -0.0246
C -0.1057 0.1269 -0.2467
C -0.5190 0.3704 0.2831
H 0.0130 -0.1231 0.0352
H 0.0400 -0.0078 -0.0506
H -0.1354 0.0419 0.0052
C -0.0352 0.1594 0.1262
N -0.3326 1.0161 1.2182
H -0.0430 0.0090 0.0542
H 0.0048 -0.0498 -0.0018
C -0.0023 -0.0090 0.0253
C 0.2081 -0.2355 0.1740
C -0.0324 -0.0552 -0.0555
C -0.0621 0.0810 -0.1377
N -0.1170 0.2495 0.1640
C -0.0640 -0.0080 -0.1171
H -0.0419 0.0061 0.0212
N -0.4164 -0.9136 -0.2389
H 0.0240 0.0583 0.0538
C 0.2461 -0.0709 0.1251
H -0.0719 0.1009 -0.0383
H 0.0431 -0.0495 -0.0914
C -0.0312 -0.1578 -0.0873
H 0.0741 0.0629 -0.0808
H -0.0068 -0.0042 0.0272
H 0.0457 -0.1457 -0.0479
H -0.0637 -0.0141 0.0545
H -0.0339 0.0342 -0.0181
H -0.0183 0.0054 0.0207
C -0.3741 0.1199 -0.0866
H -0.0038 -0.0111 -0.0141
C -0.0523 -0.1608 -0.0026
H -0.0182 -0.0260 0.0167
H 0.0338 0.0353 -0.0599
H 0.0209 -0.0005 0.0400
S -0.0855 0.3404 -0.6704
H -0.0137 0.0427 -0.0287
C 0.1918 -0.1163 0.1157
H -0.0333 -0.0478 0.0115
H -0.0229 0.0145 -0.0119
C 0.0018 0.0403 0.1126
C 0.0513 -0.0356 0.0865
H -0.0379 0.1048 -0.0439
C -0.0242 -0.0121 0.0247
H -0.0986 0.0689 -0.0204
O 0.7910 0.6948 -0.2201
H -0.1283 -0.0488 -0.0764
H 0.0124 -0.0438 0.0033
C 0.1589 -0.0286 -0.0079
C 0.1333 -0.1714 -0.0910
H 0.0491 0.0594 -0.0092
H -0.0486 -0.1013 -0.0801
C 0.3448 -0.5144 0.0533
H -0.0636 0.0299 -0.1206
H 0.0582 0.0579 0.0383
C -0.1062 0.0766 -0.0901
H 0.0119 0.0042 -0.0426
C 0.1096 -0.0261 0.0691
H -0.0018 -0.0077 0.0151
C -0.2980 -0.0208 0.0040
C 0.2880 -0.3490 0.0431
C 0.1743 0.0974 0.0544
H 0.0190 0.0557 -0.0052
C 0.0073 -0.1177 0.0530
C 0.0222 0.0453 -0.0802
N -0.8243 0.5385 0.3977
O -0.1966 -0.2600 0.2131
C -0.0562 0.0379 0.1101
C 0.2131 -0.1971 0.0047
C 0.0657 -0.0941 -0.0332
C 0.0748 0.0591 0.0260
N 0.1872 -0.2160 0.2011
H 0.0180 -0.0290 0.0237
C -0.0620 0.0257 0.0557
H 0.0124 -0.0148 -0.0277
H 0.0153 -0.0152 -0.0485
H -0.0198 0.0439 -0.0185
H -0.0273 -0.0135 0.0008
H 0.1121 -0.0599 -0.1238
H 0.0154 0.0000 0.0487
C 0.1001 -0.0280 -0.0271
H -0.0339 0.0623 0.0087
C -0.0556 0.0300 -0.0771
H 0.0337 -0.0313 -0.0337
C -0.0339 0.0001 -0.0430
C 0.1221 0.2152 0.2600
C -0.8958 -0.0182 0.0927
N -0.0886 0.0253 0.3603
V -0.4388 -1.1687 -2.1986
H -0.0275 0.0123 0.0075
S 0.1125 0.0253 0.0762
N 0.8358 -0.0727 1.1954
C 1.1086 0.7999 -0.5661
H 0.0429 0.0658 0.0426
N -0.1194 -0.0314 0.1905
H 0.0292 -0.0483 0.0112
C -0.1559 -0.2661 0.0444
H -0.0694 0.0352 -0.0391
H -0.0593 -0.0100 0.0458
C -0.0227 -0.0329 -0.0125
H 0.0492 0.0030 -0.0572
H -0.0069 0.0176 -0.0007
C 0.0050 -0.0024 -0.0168

=====

Computed max |F|, in the same sequence as the records: 3.82 4.98 10.92 2.53 eV/Å.